Record 1
{"formula": "C4H9N2O", "method": "wB97M-V/def2-TZVPD", "species": ["C", "C", "C", "N", "C", "N", "O", "H", "H", "H", "H", "H", "H", "H", "H", "H"], "positions_angstrom": [[-1.60, -0.18, 1.22], [-1.03, 0.07, 0.09], [-1.63, -0.09, -1.27], [0.43, 0.68, -0.02], [1.66, 0.17, 0.70], [2.65, -0.51, 0.04], [3.65, -0.97, 0.58], [-2.65, -0.44, 1.08], [-1.20, -0.05, 2.26], [-2.07, 0.77, -1.83], [-2.45, -0.71, -1.17], [-0.81, -0.61, -1.88], [0.36, 1.62, 0.45], [0.54, 0.58, -1.03], [1.61, 0.33, 1.75], [2.53, -0.66, -0.96]], "nbo_charge": [-0.36, 0.15, -0.67, -0.58, 0.02, 0.03, -0.35, 0.25, 0.25, 0.27, 0.26, 0.21, 0.47, 0.45, 0.24, 0.37], "homo_lumo_gap_ev": [9.6, 9.6], "charge": 1, "e_above_lowest_kcal_mol": 137.2, "e_lumo_ha": [-0.152, -0.152], "smiles": "C=C(C)[NH2+]/C=[NH+]/[O-]", "homo_energy_ev": [-13.76, -13.76]}



Record 2
{"formula": "C5H8Br6O3", "method": "wB97M-V/def2-TZVPD", "species": ["C", "Br", "Br", "Br", "H", "C", "Br", "Br", "Br", "H", "C", "O", "C", "O", "O", "C", "H", "H", "H", "H", "H", "H"], "positions_angstrom": [[-14.11, -6.37, 18.59], [-14.34, -5.83, 16.75], [-13.90, -8.27, 18.73], [-15.57, -5.75, 19.68], [-13.22, -5.88, 18.95], [-10.75, -6.67, 22.56], [-9.90, -8.35, 22.88], [-11.00, -6.38, 20.70], [-9.81, -5.21, 23.35], [-11.70, -6.74, 23.06], [-15.07, -11.43, 17.86], [-13.79, -12.04, 17.84], [-13.55, -12.77, 16.74], [-14.36, -13.09, 15.91], [-12.25, -13.07, 16.72], [-11.85, -13.81, 15.57], [-15.16, -10.64, 17.12], [-15.19, -10.95, 18.84], [-15.88, -12.15, 17.77], [-12.30, -14.80, 15.56], [-10.77, -13.87, 15.62], [-12.12, -13.28, 14.65]], "nbo_charge": [-0.50, 0.09, 0.10, 0.09, 0.22, -0.51, 0.10, 0.09, 0.10, 0.23, -0.26, -0.50, 0.98, -0.64, -0.49, -0.26, 0.19, 0.19, 0.20, 0.19, 0.20, 0.19], "homo_lumo_gap_ev": 10.2, "charge": 0, "e_above_lowest_kcal_mol": 0.0, "e_lumo_ha": -0.005, "homo_energy_ev": -10.36}



Record 3
{"formula": "C23H27BrNOs", "method": "wB97M-V/def2-TZVPD", "species": ["Os", "C", "C", "C", "C", "C", "C", "C", "C", "C", "C", "C", "C", "H", "H", "H", "H", "H", "H", "H", "H", "H", "H", "H", "H", "H", "H", "H", "H", "H", "H", "Br", "C", "C", "C", "C", "C", "N", "H", "H", "H", "H", "C", "C", "C", "C", "C", "C", "H", "H", "H", "H", "H"], "positions_angstrom": [[-0.55, 0.69, -0.19], [-0.12, -2.20, 1.47], [-0.89, -0.92, 1.31], [-0.61, 0.18, 2.20], [0.41, -0.01, 3.28], [-1.21, 1.43, 1.98], [-0.76, 2.64, 2.74], [-2.34, 1.50, 1.09], [-3.12, 2.77, 0.96], [-2.80, 0.35, 0.39], [-4.10, 0.43, -0.37], [-2.03, -0.86, 0.42], [-2.46, -2.07, -0.36], [-0.62, -2.84, 2.20], [0.89, -2.03, 1.83], [-0.05, -2.77, 0.54], [1.43, 0.02, 2.91], [0.27, -0.99, 3.75], [0.31, 0.74, 4.06], [-1.36, 2.77, 3.65], [-0.86, 3.55, 2.16], [0.28, 2.56, 3.05], [-3.94, 2.74, 1.68], [-3.57, 2.89, -0.02], [-2.54, 3.66, 1.18], [-4.04, 1.11, -1.23], [-4.87, 0.83, 0.29], [-4.44, -0.54, -0.71], [-3.13, -2.67, 0.26], [-1.62, -2.70, -0.63], [-2.98, -1.81, -1.27], [0.00, 3.11, -0.99], [1.69, 2.42, -0.46], [2.88, 3.10, -0.47], [3.99, 2.38, -0.04], [3.84, 1.06, 0.38], [2.59, 0.47, 0.36], [1.51, 1.16, -0.06], [2.95, 4.12, -0.81], [4.96, 2.85, -0.02], [4.69, 0.48, 0.71], [2.42, -0.55, 0.66], [-0.13, -1.12, -4.65], [0.98, -1.18, -3.78], [0.89, -0.66, -2.53], [-0.34, -0.07, -2.06], [-1.46, -0.05, -2.97], [-1.36, -0.54, -4.23], [-0.05, -1.52, -5.66], [1.91, -1.64, -4.12], [1.75, -0.70, -1.88], [-2.41, 0.37, -2.65], [-2.20, -0.50, -4.91]], "mulliken_charge": [0.67, -2.16, 1.57, 0.37, -1.93, 0.59, -2.27, 1.12, -1.75, 0.55, -2.00, 0.79, -1.94, 0.41, 0.53, 0.43, 0.36, 0.46, 0.52, 0.36, 0.49, 0.60, 0.44, 0.46, 0.37, 0.46, 0.45, 0.44, 0.40, 0.35, 0.56, 0.01, 0.58, -0.63, -0.34, -1.06, -0.21, 0.17, 0.52, 0.46, 0.49, 0.67, -0.31, -0.85, -0.12, 0.73, -0.06, -0.86, 0.46, 0.50, 0.38, 0.29, 0.50], "homo_lumo_gap_ev": [5.6, 5.5], "charge": 3, "e_lumo_ha": [-0.487, -0.487], "homo_energy_ev": [-18.80, -18.78]}



Record 4
{"formula": "C6H12NO", "method": "wB97M-V/def2-TZVPD", "species": ["C", "N", "C", "C", "C", "C", "C", "O", "H", "H", "H", "H", "H", "H", "H", "H", "H", "H", "H", "H"], "positions_angstrom": [[-0.10, -1.61, 0.04], [-0.22, -0.40, 0.21], [-1.44, 0.33, -0.18], [-2.72, -0.42, -0.13], [0.70, 0.53, 0.79], [1.82, 1.11, -0.09], [2.93, 0.22, -0.50], [2.96, -0.87, -0.08], [0.88, -2.07, 0.38], [-0.88, -2.27, -0.34], [-1.56, 1.18, 0.48], [-1.26, 0.70, -1.27], [-2.95, -1.27, -0.73], [-2.97, -0.94, 0.87], [-3.47, 0.27, -0.36], [1.22, -0.06, 1.66], [0.11, 1.34, 1.18], [1.27, 1.47, -1.02], [2.14, 2.09, 0.47], [3.54, 0.67, -1.37]], "nbo_charge": [0.11, -0.23, -0.23, -0.66, -0.24, -0.53, 0.45, -0.51, 0.25, 0.24, 0.23, 0.25, 0.24, 0.23, 0.26, 0.25, 0.24, 0.24, 0.28, 0.14], "homo_lumo_gap_ev": 9.5, "charge": 1, "e_above_lowest_kcal_mol": 38.1, "e_lumo_ha": -0.165, "smiles": "C=[N+](CC)CCC=O", "homo_energy_ev": -14.03}



The records above yield DFT total energy values of -342.138626 -15865.097697 -3610.978775 -365.488716 Eh, respectively.